Below is C4H7ClHfN2O3P as an isolated structure at a distorted geometry, with properties calculated with ωB97M-V/def2-TZVPD.

```
! RIJCOSX wB97M-V def2-TZVPD def2/J DEFGRID3
* xyz 3 1
N 0.1540 2.3483 3.0554
C -0.1986 1.6012 1.9448
C 0.5881 0.1894 1.5296
N 1.1411 0.2646 0.0908
C 0.0527 -0.0394 -0.9197
C 0.2443 0.7699 -2.3368
O 0.3636 0.1323 -3.5341
O 0.2990 2.2683 -2.3939
P -0.2180 -1.9205 -1.2412
O 0.1613 -2.8817 0.1652
Cl -2.3308 -2.0440 -1.7044
H 0.9636 1.8074 3.4806
H -1.0952 1.9086 1.2189
H -0.2061 -0.6826 1.5332
H 1.4514 -0.0592 2.2852
H 1.9165 -0.4615 0.0506
H -0.9603 0.3516 -0.4455
H -0.5897 -2.8351 0.8549
Hf -1.7369 -0.7179 -3.6337
*
```

Calculated values
Frontier orbital gap in eV: 2.69
HOMO energy in eV: -19.8

Mulliken population analysis, charges in e, atoms 1 to 5: number 1, N, carries -0.2980; number 2, C, carries 0.0024; number 3, C, carries -0.1655; number 4, N, carries -0.2286; number 5, C, carries 0.0863

Below is an isolated ion of composition C4H7ClN and charge +1 at a distorted geometry, with properties calculated with ωB97M-V/def2-TZVPD.

```
! RIJCOSX wB97M-V def2-TZVPD def2/J DEFGRID3
* xyz 1 1
C 1.1651 0.1234 0.9359
C -0.3606 0.0715 -1.1911
C -0.2427 0.3982 1.0668
C -1.1470 -0.9021 -0.2803
N 0.5139 0.8056 -0.2122
Cl -0.7169 -2.5961 -0.3334
H 1.8720 0.5276 1.6354
H 1.5724 -0.8630 0.7476
H 0.4326 -0.4489 -1.7877
H -1.0185 0.7263 -1.7581
H -0.7087 0.9793 1.8138
H -2.1925 -0.4935 -0.0503
H 0.8310 1.6718 -0.5864
*
```

Calculated values
Energy relative to the best compared isomer or geometry (same formula, charge and spin) in eV: 4.239
Frontier orbital gap in eV: 10.21
HOMO energy in eV: -14.5

Mulliken population analysis, charges in e, atoms 1 to 5: number 1, C, carries -0.3842; number 2, C, carries -0.5060; number 3, C, carries -0.2228; number 4, C, carries -0.0230; number 5, N, carries 0.0037

Below is a 2-piece molecular cluster, C4H7ClN2 overall at a distorted geometry, with properties calculated with ωB97M-V/def2-TZVPD.

```
! RIJCOSX wB97M-V def2-TZVPD def2/J DEFGRID3
* xyz 0 3
C 2.2172 -0.8274 1.6192
C 0.9363 0.4982 -0.8462
C -1.0079 0.3370 0.8264
C 0.2045 -0.4052 0.1300
N 3.3053 -0.6008 2.0732
N 0.9798 -1.0097 1.2315
Cl 1.1889 -3.7298 1.0510
H 0.4755 0.8475 -1.8554
H 1.2309 1.4093 -0.4095
H 1.9109 0.1971 -1.2642
H -1.9984 0.1187 0.2924
H -0.8429 1.4898 0.8759
H -1.0762 -0.0312 1.8606
H -0.1387 -1.4073 -0.3003
*
```

Calculated values
Energy relative to the best compared isomer or geometry (same formula, charge and spin) in eV: 0.025
Frontier orbital gap (alpha / beta) in eV: 11.24 / 6.82
HOMO energy (alpha / beta) in eV: -10.5 / -10.5

Mulliken population analysis, charges in e, atoms 1 to 5: number 1, C, carries 0.5936; number 2, C, carries -1.4752; number 3, C, carries -1.1195; number 4, C, carries 0.8069; number 5, N, carries -0.4278

The records above yield E_tot values of -1339.7511; -671.1451; -726.1544 hartree, respectively.